1.
{"formula": "C23H33N4O3PPt", "method": "wB97M-V/def2-TZVPD", "gap_ev": 7.67, "e_lumo_ev": -0.310, "total_energy_ev": -49028.280, "multiplicity": 1, "largest_force_ev_per_a": 1.07, "e_above_lowest_ev": 0.000, "charge": 0, "species": ["Pt", "O", "C", "O", "C", "C", "C", "C", "C", "C", "C", "C", "C", "N", "H", "H", "H", "H", "H", "H", "O", "P", "N", "C", "C", "C", "C", "N", "C", "C", "C", "C", "N", "C", "C", "C", "C", "H", "H", "H", "H", "H", "H", "H", "H", "H", "H", "H", "H", "H", "H", "H", "H", "H", "H", "H", "H", "H", "H", "H", "H", "C", "H", "H", "H"], "positions_angstrom": [[0.4486, -1.8325, -1.8645], [-1.6342, -4.0004, -4.5079], [-1.1744, -3.4610, -3.5203], [-0.0391, -2.8337, -3.4955], [-1.9004, -3.5003, -2.2144], [-3.1550, -4.1158, -2.1081], [-3.7635, -4.1767, -0.8896], [-3.0950, -3.6627, 0.2442], [-3.6387, -3.7357, 1.5367], [-2.9421, -3.2583, 2.6208], [-1.6624, -2.7200, 2.4423], [-1.1022, -2.6331, 1.1881], [-1.8129, -3.0704, 0.0606], [-1.2787, -2.9433, -1.1847], [-3.5839, -4.5306, -3.0091], [-4.7315, -4.6464, -0.7665], [-4.6146, -4.1880, 1.6671], [-3.3793, -3.3174, 3.6088], [-1.0985, -2.3740, 3.2997], [-0.0981, -2.2504, 1.0554], [1.0185, -0.6323, -0.2031], [0.9664, 0.8325, 0.1320], [2.4898, 1.3662, 0.4214], [2.8594, 2.6147, 1.0875], [4.3475, 2.4044, 1.3362], [4.7909, 1.7920, 0.0037], [3.6245, 0.8702, -0.3845], [0.2463, 1.7467, -1.0421], [-0.8968, 1.3256, -1.8698], [-1.0903, 2.5231, -2.7882], [-0.8785, 3.6953, -1.8279], [0.2896, 3.2206, -0.9583], [0.1959, 1.1938, 1.5714], [-1.2741, 1.1183, 1.5603], [-1.6507, 1.2637, 3.0359], [-0.4267, 0.7347, 3.8171], [0.6319, 0.4270, 2.7488], [2.2677, 2.7630, 1.9899], [2.7224, 3.4828, 0.4308], [4.4907, 1.6873, 2.1468], [4.8674, 3.3300, 1.5792], [5.7331, 1.2521, 0.0733], [4.9052, 2.5849, -0.7374], [3.8210, -0.1702, -0.1237], [3.4140, 0.9187, -1.4532], [-1.8011, 1.1630, -1.2692], [-0.6643, 0.4085, -2.4100], [-2.0700, 2.5292, -3.2626], [-0.3193, 2.5246, -3.5609], [-1.7737, 3.8371, -1.2191], [-0.6521, 4.6314, -2.3360], [0.2036, 3.5714, 0.0742], [1.2392, 3.5770, -1.3675], [-1.6194, 0.1526, 1.1807], [-1.6834, 1.9169, 0.9411], [-2.5624, 0.7105, 3.2591], [-1.8234, 2.3113, 3.2797], [-0.6627, -0.1633, 4.3869], [-0.0689, 1.4865, 4.5188], [0.6481, -0.6475, 2.5312], [1.6403, 0.7204, 3.0411], [1.9844, -1.0627, -2.9714], [1.9282, 0.0316, -2.9727], [1.8999, -1.4207, -3.9959], [2.9477, -1.3720, -2.5568]]}



2.
{"formula": "C12H30ClN2O4", "method": "wB97M-V/def2-TZVPD", "gap_ev": 6.10, "e_lumo_ev": 2.765, "total_energy_ev": -36620.777, "multiplicity": 1, "largest_force_ev_per_a": 2.99, "e_above_lowest_ev": 2.309, "charge": -1, "species": ["Cl", "C", "O", "C", "C", "N", "C", "C", "O", "C", "H", "H", "H", "H", "H", "H", "H", "H", "H", "H", "H", "H", "H", "H", "H", "C", "O", "C", "C", "N", "C", "C", "O", "C", "H", "H", "H", "H", "H", "H", "H", "H", "H", "H", "H", "H", "H", "H", "H"], "positions_angstrom": [[-22.7528, -9.4590, -4.8992], [-21.9401, -13.6410, -9.0068], [-21.2191, -13.4593, -7.8296], [-19.8141, -13.5429, -8.0261], [-19.1032, -13.1171, -6.6981], [-19.2850, -14.1918, -5.7316], [-18.6141, -13.9811, -4.4478], [-19.0079, -15.1952, -3.5670], [-20.3641, -15.2210, -3.3666], [-20.7699, -16.2037, -2.3827], [-22.9954, -13.4996, -8.7733], [-21.7167, -14.5327, -9.5925], [-21.6929, -12.7953, -9.6484], [-19.5466, -12.6769, -8.6316], [-19.4909, -14.4979, -8.4406], [-19.4284, -12.1310, -6.3666], [-18.0422, -12.9646, -6.8960], [-19.0287, -15.1017, -6.0871], [-18.9574, -13.0170, -4.0726], [-17.5296, -13.9493, -4.5527], [-18.4259, -15.1528, -2.6464], [-18.6338, -16.0955, -4.0546], [-20.2695, -17.1500, -2.5882], [-21.8190, -16.4976, -2.3513], [-20.5070, -15.8980, -1.3700], [-31.9278, -8.2794, -4.1436], [-30.7427, -8.4779, -3.4091], [-29.6604, -7.5854, -3.6867], [-28.2740, -7.9726, -3.0330], [-28.3431, -7.8046, -1.6114], [-26.9956, -7.9826, -1.1285], [-27.0425, -8.3045, 0.4106], [-27.6119, -9.5898, 0.5701], [-27.8380, -9.9940, 1.9055], [-32.7814, -8.6932, -3.6069], [-31.8959, -8.8264, -5.0859], [-32.1426, -7.2138, -4.2231], [-29.8949, -6.5543, -3.4224], [-29.5728, -7.6001, -4.7731], [-27.5370, -7.3909, -3.5866], [-27.9335, -8.9937, -3.2049], [-28.9247, -8.5954, -1.3737], [-26.4266, -7.0595, -1.2389], [-26.4862, -8.8232, -1.5995], [-27.6436, -7.5787, 0.9584], [-26.0312, -8.2924, 0.8172], [-28.2095, -9.2065, 2.5611], [-26.8818, -10.4416, 2.1769], [-28.6490, -10.7222, 1.8986]]}



3.
{"formula": "C5H9O4", "method": "wB97M-V/def2-TZVPD", "gap_ev": [7.58, 8.41], "e_lumo_ev": [0.678, -1.486], "total_energy_ev": -13504.389, "multiplicity": 4, "largest_force_ev_per_a": 12.72, "e_above_lowest_ev": 8.956, "charge": 0, "species": ["O", "O", "C", "C", "C", "C", "O", "C", "O", "H", "H", "H", "H", "H", "H", "H", "H", "H"], "positions_angstrom": [[-0.2420, -1.0972, 0.5375], [-1.3155, -0.7504, 0.6973], [1.1302, -0.6639, -0.8301], [0.5071, 0.3380, -0.2676], [0.5243, 0.5923, 1.0188], [0.0560, -0.1377, 2.1101], [-0.9916, 0.1803, 2.7810], [-0.7728, 0.5760, -1.0389], [-1.4421, -0.1856, -2.0243], [0.8651, -1.0063, -1.7779], [2.0324, -0.3103, -1.2750], [1.4739, -1.5946, -0.4105], [1.6306, 0.7207, 1.1691], [0.1171, 1.6896, 1.1672], [0.8369, -0.8132, 2.4665], [-1.5141, 1.1159, -0.6328], [-0.4286, 1.5062, -1.6290], [-2.4668, -0.1599, -2.0613]]}



4.
{"formula": "C10H13OP", "method": "wB97M-V/def2-TZVPD", "gap_ev": [8.14, 8.14], "e_lumo_ev": [0.094, 0.094], "total_energy_ev": -21914.349, "multiplicity": 1, "largest_force_ev_per_a": 4.13, "e_above_lowest_ev": 1.332, "charge": 0, "species": ["C", "C", "C", "C", "C", "C", "C", "C", "C", "C", "O", "P", "H", "H", "H", "H", "H", "H", "H", "H", "H", "H", "H", "H", "H"], "positions_angstrom": [[3.1897, -0.7178, -1.4283], [2.7049, -1.1692, -0.2254], [2.2824, -0.2248, -2.3560], [1.3159, -1.0244, 0.0392], [0.9029, -0.1380, -2.1508], [0.3739, -0.6683, -0.9323], [-2.1480, -0.9003, -1.4117], [-1.0546, -0.5962, -0.7250], [-0.0415, 1.8928, 1.5614], [-2.7908, 0.6999, 1.9596], [-0.5754, -0.5441, 2.8394], [-1.0630, 0.3785, 1.7371], [4.1881, -0.9097, -1.6932], [3.2304, -1.5699, 0.6122], [2.5360, 0.2242, -3.4096], [1.0161, -1.4810, 0.9689], [0.2971, 0.2771, -2.9515], [-3.2372, -0.8620, -0.9788], [-2.1839, -1.2421, -2.4074], [-0.2707, 2.3173, 0.6556], [-0.3226, 2.4869, 2.4865], [1.0232, 1.5544, 1.7162], [-3.2107, -0.1198, 2.5636], [-2.8916, 1.6723, 2.5153], [-3.2706, 0.6640, 1.0153]]}